Record 1
# C23H25AsF6N5O11S2Tm

C23H25AsF6N5O11S2Tm as an isolated structure in a non-equilibrium geometry (ωB97M-V/def2-TZVPD, the OMol25 dataset).

Expectation value of S²   2.0018
2S+1   3
Kohn-Sham gap (spin up / spin down)   6.30 / 6.30 eV
Net charge   0

Each line ends with the Mulliken spin population.
Cartesian coordinates (Å):
1 Tm 11.183 12.497 8.779  2.026
2 As 10.983 12.390 14.686  0.000
3 S 9.728 15.294 7.310  0.001
4 S 8.510 12.876 6.510  -0.001
5 F 9.191 12.712 3.883  0.000
6 F 11.594 17.128 6.822  0.000
7 F 9.408 10.813 4.952  0.000
8 F 10.817 12.441 5.349  0.000
9 F 11.379 15.665 5.233  0.000
10 F 9.934 17.298 5.411  0.000
11 O 9.658 9.514 13.600  0.000
12 O 15.276 13.434 8.309  0.000
13 O 8.395 8.120 12.394  0.000
14 O 9.291 12.169 7.608  -0.003
15 O 13.177 12.597 8.053  -0.004
16 O 10.926 14.606 7.876  -0.002
17 O 7.542 14.437 10.378  0.000
18 O 7.116 12.595 6.414  0.000
19 O 9.048 16.125 8.268  0.000
20 O 9.439 13.199 10.201  0.001
21 O 11.399 10.666 9.728  -0.008
22 N 15.118 8.761 11.056  0.000
23 N 8.295 11.464 11.909  0.000
24 N 13.774 10.513 11.571  0.000
25 N 12.582 12.929 10.680  -0.004
26 N 8.782 14.377 6.499  0.000
27 C 6.099 12.378 11.449  0.000
28 C 11.708 9.453 9.395  -0.001
29 C 7.714 10.418 12.432  0.000
30 C 9.493 12.198 5.056  0.000
31 C 10.712 16.461 6.071  0.000
32 C 6.300 10.314 12.691  0.000
33 C 13.209 7.532 9.288  0.000
34 C 9.579 11.732 15.912  0.000
35 C 10.865 8.815 8.430  -0.001
36 C 13.953 13.373 10.238  0.000
37 C 7.525 12.433 11.450  0.000
38 C 14.167 13.093 8.736  -0.001
39 C 8.704 9.334 12.868  0.000
40 C 11.202 7.595 7.914  0.000
41 C 8.300 13.404 10.653  0.001
42 C 15.000 10.635 12.227  0.000
43 C 12.377 6.956 8.347  0.000
44 C 12.416 11.112 15.231  0.000
45 C 12.914 8.774 9.881  -0.001
46 C 11.555 13.996 15.762  0.000
47 C 15.825 9.586 11.913  0.000
48 C 5.479 11.333 12.205  0.000
49 C 13.827 9.348 10.833  0.000
50 H 10.000 9.378 8.081  0.000
51 H 7.930 8.039 11.555  0.000
52 H 10.714 14.702 15.792  0.000
53 H 16.863 9.374 12.205  0.000
54 H 15.267 11.506 12.847  0.000
55 H 12.689 6.043 7.851  0.000
56 H 15.459 7.995 10.536  0.000
57 H 12.437 11.094 16.340  0.000
58 H 12.763 12.017 11.163  -0.001
59 H 8.693 12.393 15.878  0.000
60 H 12.407 14.389 15.238  0.000
61 H 10.582 7.139 7.131  0.000
62 H 9.920 11.740 16.937  0.000
63 H 14.078 7.030 9.633  0.000
64 H 5.912 9.418 13.273  0.000
65 H 5.542 13.201 11.074  0.000
66 H 9.301 10.729 15.553  0.000
67 H 14.118 14.473 10.377  0.000
68 H 11.881 13.688 16.760  0.000
69 H 14.652 12.767 10.849  0.000
70 H 12.150 10.177 14.749  0.000
71 H 8.102 15.119 9.925  0.000
72 H 4.405 11.364 12.388  0.000
73 H 13.316 11.519 14.811  0.000
74 H 12.204 13.583 11.338  0.000

Record 2
# C2H4INO2

A 3-piece molecular cluster, C2H4INO2 overall in a non-equilibrium geometry (ωB97M-V/def2-TZVPD, the OMol25 dataset).

SMILES   O=C=O.C=N.I
Kohn-Sham gap   10.58 eV
Relative energy (zero: lowest compared OMol25 entry of this formula, charge and spin)   8.6 kcal/mol
Net charge   0

Each line ends with the natural charge from an NBO analysis.
Cartesian coordinates (Å):
1 I -5.115 -0.165 -0.178  -0.095
2 O -1.527 0.848 -0.072  -0.524
3 O 0.308 2.148 -0.124  -0.500
4 N 1.888 -0.501 -0.779  -0.596
5 C -0.610 1.515 -0.099  1.023
6 C 2.149 -0.517 0.468  -0.056
7 H 1.639 0.252 0.927  0.164
8 H -3.972 -1.156 0.184  0.096
9 H 2.750 -1.299 0.966  0.161
10 H 2.490 -1.126 -1.292  0.328

Record 3
# C3H3NS

One molecule with the formula C3H3NS in a non-equilibrium geometry (ωB97M-V/def2-TZVPD, the OMol25 dataset).

SMILES   N#C[C@H]1CS1
Kohn-Sham gap   9.12 eV
Relative energy (zero: lowest compared OMol25 entry of this formula, charge and spin)   86.6 kcal/mol
Net charge   0

Each line ends with the natural charge from an NBO analysis.
Cartesian coordinates (Å):
1 S 1.207 -0.046 0.590  0.128
2 N -2.121 0.634 0.750  -0.268
3 C -0.193 -0.774 -0.454  -0.473
4 C -1.387 -0.229 -0.028  0.230
5 C 0.564 0.418 -1.239  -0.368
6 H 0.158 1.348 -1.294  0.210
7 H -0.068 -1.765 -0.983  0.286
8 H 1.537 0.236 -2.089  0.254

Record 4
# C4H9N2OS

A 2-piece molecular cluster, C4H9N2OS overall in a non-equilibrium geometry (ωB97M-V/def2-TZVPD, the OMol25 dataset).

Kohn-Sham gap   4.39 eV
Relative energy (zero: lowest compared OMol25 entry of this formula, charge and spin)   129.5 kcal/mol
Net charge   -1

Each line ends with the natural charge from an NBO analysis.
Cartesian coordinates (Å):
1 S -0.360 3.125 0.108  -0.552
2 O 0.213 -2.986 0.098  -0.718
3 N -1.463 -1.421 -0.411  -0.336
4 N 1.993 1.044 -0.654  -0.832
5 C 0.962 -0.009 -0.446  -0.243
6 C -0.988 1.510 0.570  -0.552
7 C -0.920 -2.610 -0.375  0.342
8 C 0.031 0.345 0.719  -0.191
9 H -0.680 -0.562 0.515  0.222
10 H 1.391 -0.924 -0.280  0.212
11 H -1.617 1.219 -0.295  0.198
12 H 0.517 0.308 1.613  0.191
13 H 0.283 -0.108 -1.356  0.193
14 H 2.389 1.122 0.291  0.329
15 H 1.482 1.887 -0.787  0.386
16 H -1.596 -3.466 -0.682  0.165
17 H -1.638 1.525 1.371  0.186

Record 5
# C50H38Br2NO2P2SV

C50H38Br2NO2P2SV as an isolated structure in a non-equilibrium geometry (ωB97M-V/def2-TZVPD, the OMol25 dataset).

Expectation value of S²   2.0271
2S+1   3
Kohn-Sham gap (spin up / spin down)   6.80 / 7.20 eV
Net charge   +2

Each line ends with the Mulliken spin population.
Cartesian coordinates (Å):
1 Br 0.789 2.212 1.885  0.010
2 Br 0.161 5.035 0.345  0.002
3 V 0.202 1.224 -0.385  2.078
4 S -0.078 -0.785 0.880  -0.104
5 P 2.060 -0.156 -1.072  -0.063
6 P -2.175 0.988 -0.380  -0.098
7 O 1.201 3.424 -3.704  0.029
8 O 0.195 -1.671 -0.292  0.038
9 N 0.556 2.326 -1.705  0.012
10 C -2.550 0.689 -2.128  0.018
11 C 2.545 -1.224 1.525  -0.010
12 C 5.565 -2.345 3.399  0.000
13 C -4.129 4.616 -0.226  0.002
14 C 3.331 1.079 -1.571  -0.019
15 C -5.896 -2.769 2.689  0.000
16 C 1.828 -1.193 -2.529  0.001
17 C 4.627 3.008 -0.910  0.006
18 C -4.800 -3.636 3.360  0.000
19 C 2.039 -1.343 4.342  0.001
20 C -3.222 -0.152 0.566  0.020
21 C -3.592 3.435 -0.720  -0.002
22 C 2.153 -2.545 -2.514  -0.004
23 C 1.122 4.163 1.750  0.003
24 C 3.508 -1.621 2.469  0.000
25 C -3.345 4.072 1.978  0.000
26 C -2.245 1.670 -3.077  0.006
27 C 0.891 2.884 -2.729  0.068
28 C -2.976 0.197 -4.828  -0.002
29 C 3.277 -1.682 3.857  0.000
30 C 4.870 2.100 -3.119  0.001
31 C 3.701 2.026 -0.612  0.030
32 C 4.545 -2.107 4.545  0.000
33 C 3.933 1.117 -2.825  -0.009
34 C -3.500 -3.094 2.837  0.000
35 C 4.833 -1.962 2.142  0.000
36 C -2.901 2.581 0.134  0.002
37 C -3.992 4.945 1.113  -0.003
38 C -2.470 1.426 -4.421  0.002
39 C 5.229 -1.878 0.833  0.000
40 C 2.017 -3.293 -3.673  0.002
41 C 5.209 3.053 -2.172  -0.002
42 C 1.320 -0.606 -3.689  0.006
43 C -3.258 -0.786 -3.892  0.002
44 C 4.315 -1.384 -0.114  -0.003
45 C -5.143 -1.749 1.880  0.000
46 C -2.801 2.897 1.491  -0.005
47 C -3.761 -1.969 2.031  0.001
48 C 3.006 -1.050 0.193  0.013
49 C 1.189 -1.361 -4.843  0.003
50 C -5.557 -0.732 1.061  0.000
51 C -1.434 -1.614 1.682  0.013
52 C -2.205 -3.516 2.995  0.000
53 C -1.180 -2.764 2.400  -0.004
54 C 1.244 -1.022 2.060  -0.032
55 C -3.044 -0.546 -2.543  -0.003
56 C -4.586 0.045 0.414  -0.002
57 C 1.022 -1.034 3.422  0.008
58 C -2.763 -1.192 1.414  -0.003
59 C 1.551 -2.701 -4.838  -0.002
60 H 2.503 -3.010 -1.602  -0.001
61 H -3.263 -1.317 -1.815  0.000
62 H 4.385 -3.002 5.146  0.000
63 H -3.147 0.007 -5.879  0.000
64 H -6.536 -2.283 3.426  0.000
65 H 5.933 3.820 -2.409  0.000
66 H 4.909 3.739 -0.163  0.000
67 H 0.809 -0.904 -5.747  0.000
68 H 4.888 -1.326 5.226  0.000
69 H -4.829 -3.541 4.447  0.000
70 H -2.332 2.201 2.175  0.005
71 H 0.821 4.578 2.703  0.000
72 H 2.185 4.281 1.577  0.000
73 H 1.031 0.438 -3.689  -0.011
74 H -1.841 2.624 -2.766  -0.002
75 H 6.235 -2.132 0.527  0.000
76 H 5.881 -3.388 3.355  0.000
77 H -4.923 0.833 -0.250  0.000
78 H -3.730 3.179 -1.761  0.000
79 H -4.913 -4.697 3.134  0.000
80 H -2.257 2.195 -5.152  0.000
81 H -3.272 4.308 3.032  0.000
82 H 0.025 -0.839 3.798  0.000
83 H -3.654 -1.740 -4.211  0.000
84 H 1.819 -1.344 5.401  0.000
85 H 3.681 0.378 -3.573  0.000
86 H -4.398 5.875 1.488  0.000
87 H 5.337 2.118 -4.095  0.000
88 H 2.276 -4.343 -3.666  0.000
89 H 3.287 1.959 0.388  0.004
90 H -6.606 -0.526 0.893  0.000
91 H 6.468 -1.748 3.528  0.000
92 H 4.661 -1.234 -1.130  -0.001
93 H -4.668 5.277 -0.892  0.000
94 H -0.161 -3.106 2.510  0.000
95 H -6.548 -3.370 2.054  0.000
96 H -1.954 -4.405 3.557  0.000
97 H 1.469 -3.285 -5.745  0.000

Record 6
# C3H9N3

One molecule with the formula C3H9N3 in a non-equilibrium geometry (ωB97M-V/def2-TZVPD, the OMol25 dataset).

SMILES   [H]/N=C(/N)CNC
Kohn-Sham gap   9.81 eV
Relative energy (zero: lowest compared OMol25 entry of this formula, charge and spin)   17.4 kcal/mol
Net charge   0

Each line ends with the natural charge from an NBO analysis.
Cartesian coordinates (Å):
1 N 0.374 -1.206 0.218  -0.622
2 N 0.705 1.247 0.955  -0.803
3 N -0.173 2.192 -0.918  -0.725
4 C -0.280 -2.484 0.245  -0.413
5 C -0.044 1.126 -0.175  0.425
6 C -0.491 -0.252 -0.412  -0.301
7 H -0.667 -0.434 -1.490  0.188
8 H 0.389 -3.213 0.753  0.203
9 H -0.698 1.908 -1.790  0.324
10 H 0.835 2.181 1.249  0.393
11 H -0.620 -2.963 -0.762  0.164
12 H -1.148 -2.382 0.887  0.192
13 H 1.277 -1.292 -0.294  0.366
14 H -1.472 -0.310 0.091  0.213
15 H 0.641 0.529 1.622  0.396